1.
C43H33AuF9N3O2PSe as an isolated structure, computed with wB97M-V/def2-TZVPD.

Geometry as XYZ:
```
93
Properties=species:S:1:pos:R:3:forces:R:3:mulliken_charge:R:1
Au -0.078 -0.566 0.749 -0.469 -0.478 0.243 1.1658
O -2.193 -3.688 -3.371 -0.311 -0.079 -0.265 -0.6676
C -3.043 -2.650 -3.388 0.064 -0.130 -0.076 0.7377
C -4.133 -2.730 -4.260 0.007 0.006 0.010 -0.7304
C -5.040 -1.696 -4.344 0.038 -0.028 0.016 -0.3950
C -4.889 -0.550 -3.562 0.017 0.013 0.024 -1.1638
C -3.822 -0.469 -2.697 -0.034 0.023 -0.009 -0.5309
C -2.887 -1.506 -2.588 -0.005 0.052 -0.015 0.3089
C -1.767 -1.329 -1.649 -0.093 0.038 -0.037 0.6036
O -1.701 -0.282 -0.956 0.002 0.184 0.032 -0.4018
N -0.871 -2.334 -1.609 0.149 -0.108 0.027 -1.4663
N 0.136 -2.134 -0.747 0.144 0.173 0.135 1.0813
C 1.139 -2.927 -0.721 0.029 0.022 0.021 -0.8541
C 2.238 -2.661 0.209 -0.026 -0.018 -0.021 0.7781
C 3.305 -3.544 0.328 -0.024 0.037 -0.004 -1.0676
C 4.338 -3.234 1.195 -0.015 0.021 0.002 -0.3697
C 4.282 -2.049 1.912 -0.003 0.000 -0.018 -1.0767
C 3.181 -1.227 1.737 0.057 -0.049 0.018 -0.2438
N 2.183 -1.521 0.916 0.003 0.089 0.043 0.1021
H -1.467 -3.468 -2.752 0.130 0.042 0.137 0.5569
H -4.232 -3.619 -4.865 -0.007 -0.029 -0.022 0.4695
H -5.872 -1.776 -5.030 -0.020 -0.004 -0.017 0.4105
H -5.597 0.263 -3.639 -0.016 0.014 0.002 0.4506
H -3.674 0.407 -2.081 0.000 0.010 0.011 0.4726
H 1.188 -3.772 -1.400 -0.005 0.000 -0.025 0.3963
H 3.314 -4.455 -0.253 0.001 -0.016 -0.015 0.5146
H 5.178 -3.906 1.306 0.013 -0.007 0.001 0.4379
H 5.074 -1.759 2.585 0.013 0.004 0.017 0.4777
H 3.100 -0.283 2.264 0.001 0.020 0.031 0.5387
F -2.430 8.039 2.150 0.034 -0.018 -0.018 -0.2658
C -1.334 8.041 1.373 -0.022 0.048 -0.021 0.8642
F -0.516 9.000 1.829 -0.013 -0.043 -0.015 -0.2660
F -1.726 8.402 0.138 0.022 -0.029 0.052 -0.2448
C -0.664 6.690 1.356 0.037 0.030 -0.011 -0.1219
C 0.711 6.597 1.210 -0.061 0.040 0.025 -0.9153
C 1.311 5.348 1.168 -0.048 -0.018 0.045 -1.1410
C 0.546 4.186 1.254 0.046 0.013 -0.009 1.2941
C -0.837 4.301 1.388 -0.025 0.044 0.002 0.1492
C -1.442 5.543 1.446 -0.004 0.021 -0.001 -1.2246
P 1.485 2.621 1.148 -0.061 0.134 -0.036 -0.7329
C 0.946 1.962 -0.482 -0.066 -0.008 0.055 -0.3473
C 1.801 1.018 -1.068 0.061 -0.034 0.014 0.3792
C 1.550 0.528 -2.339 0.009 -0.022 -0.011 -1.0601
C 0.453 0.992 -3.046 -0.096 -0.010 -0.032 0.3408
C -0.396 1.937 -2.489 0.033 -0.020 -0.037 -0.8964
C -0.150 2.418 -1.214 0.012 0.103 -0.018 0.2410
C 0.211 0.446 -4.433 -0.012 -0.019 -0.066 0.7419
F 0.038 -0.889 -4.403 0.001 0.095 0.030 -0.2223
F -0.871 0.983 -5.010 0.069 -0.042 0.065 -0.2952
F 1.263 0.685 -5.237 -0.060 -0.005 0.067 -0.2806
C 0.608 1.506 2.331 0.391 0.088 0.188 0.3708
C 1.348 1.103 3.394 -0.088 0.072 -0.165 -1.4773
C 0.863 0.087 4.297 -0.151 -0.130 0.032 -0.5648
C -0.401 -0.351 4.254 0.126 0.014 0.074 0.0046
C -1.427 0.378 3.396 -0.127 0.129 0.016 2.7832
C -0.709 0.909 2.131 0.188 -0.456 -0.329 -1.6615
C -0.738 -1.533 5.136 0.043 -0.079 0.054 0.2659
F -0.365 -1.317 6.407 -0.031 -0.008 -0.037 -0.2776
F -2.048 -1.838 5.153 0.169 -0.080 -0.011 -0.2035
F -0.085 -2.636 4.718 -0.072 0.103 0.051 -0.2723
H 1.312 7.494 1.145 -0.003 0.009 -0.001 0.4663
H 2.388 5.276 1.077 0.011 -0.012 -0.013 0.4321
H -1.459 3.417 1.444 0.000 0.078 0.019 0.8003
H -2.515 5.625 1.562 -0.011 0.009 -0.005 0.5151
H 2.692 0.703 -0.538 -0.031 0.009 -0.027 0.5083
H 2.222 -0.192 -2.789 0.009 -0.015 -0.006 0.4861
H -1.246 2.296 -3.052 -0.014 -0.008 -0.001 0.4331
H -0.804 3.180 -0.806 0.049 -0.088 -0.057 0.4359
H 2.351 1.489 3.531 -0.001 0.037 0.017 0.6030
H 1.566 -0.369 4.984 0.003 -0.038 0.012 0.6012
H -2.855 1.951 3.528 0.002 -0.012 -0.001 0.8025
H -1.396 1.444 1.477 -0.005 0.008 0.050 0.8786
C -4.390 -0.040 6.867 0.009 0.018 0.038 -1.7404
C -3.766 0.346 5.559 0.046 0.060 -0.010 0.6442
C -2.677 1.113 5.471 -0.090 -0.047 0.007 -1.4983
C -2.056 1.582 4.187 -0.013 -0.051 -0.059 0.6708
C -1.136 2.750 4.537 0.034 -0.024 -0.034 -1.8531
C -2.509 -0.568 2.893 0.030 0.110 -0.006 0.0731
Se -1.945 -1.854 1.760 0.150 0.261 -0.119 0.1908
C -3.920 -0.505 3.166 0.009 -0.049 0.024 0.7492
C -4.851 -1.095 2.132 -0.056 -0.018 0.016 -2.0335
C -4.438 -0.124 4.364 0.003 0.050 -0.043 -0.9164
H -3.825 0.366 7.703 0.000 0.002 0.010 0.3907
H -4.428 -1.125 6.972 0.006 -0.022 0.005 0.3817
H -5.414 0.331 6.929 -0.026 0.001 0.004 0.4080
H -2.221 1.476 6.386 -0.003 0.008 0.031 0.3352
H -1.723 3.487 5.084 -0.018 0.012 0.004 0.6548
H -0.705 3.248 3.677 0.005 0.027 -0.058 0.0742
H -0.326 2.430 5.192 0.038 -0.021 0.023 0.2893
H -4.578 -0.777 1.126 -0.012 0.013 -0.013 0.3553
H -5.874 -0.783 2.331 -0.036 -0.011 0.006 0.5096
H -4.825 -2.186 2.149 -0.006 -0.008 -0.008 0.4181
H -5.509 -0.275 4.475 -0.021 -0.003 0.001 0.4354
```
Forces are in eV/Å.

Computed properties:
- Charge: +1
- Kohn-Sham gap: 4.949 eV
- Highest occupied orbital energy: -10.198 eV
- LUMO level: -5.249 eV

=====

2.
C43H34AsNO3P2PtS3 as an isolated structure, computed with wB97M-V/def2-TZVPD.

Geometry as XYZ:
```
88
Properties=species:S:1:pos:R:3:forces:R:3:mulliken_charge:R:1
Pt -0.802 -0.128 -0.531 -0.384 -0.248 0.109 1.6669
S -1.047 3.407 1.163 -0.050 0.102 -0.045 -0.4704
P -0.018 2.081 2.122 0.186 -0.336 0.089 1.7416
C 0.241 0.551 1.215 0.045 0.170 -0.075 -0.2651
P 1.717 -0.395 1.021 -0.057 0.103 0.062 0.8761
S 1.192 -1.885 -0.214 0.063 0.135 -0.044 -0.5154
C 2.444 -1.108 2.514 -0.006 -0.071 -0.006 0.4101
C 1.738 -1.118 3.709 -0.093 0.075 0.045 -0.4079
C 2.254 -1.763 4.824 0.020 -0.008 -0.006 -0.5537
C 3.475 -2.414 4.744 0.001 -0.001 -0.015 -0.5686
C 4.173 -2.434 3.542 -0.009 -0.002 0.036 -0.6806
C 3.657 -1.793 2.430 0.017 0.033 -0.042 -0.3447
C 2.950 0.700 0.274 0.094 -0.018 -0.001 0.9466
C 4.138 1.045 0.910 -0.010 0.035 0.038 -0.6301
C 5.031 1.907 0.292 -0.007 0.025 -0.020 -0.7354
C 4.734 2.445 -0.950 0.000 -0.008 -0.006 -0.5792
C 3.538 2.122 -1.578 0.002 0.013 -0.004 -0.7475
C 2.652 1.247 -0.975 -0.083 -0.021 -0.033 -0.0806
C -0.804 1.558 3.679 -0.072 -0.003 -0.002 0.0585
C -1.557 0.389 3.729 0.030 -0.034 -0.054 -0.2563
C -2.222 0.028 4.891 -0.017 0.020 0.060 -0.6920
C -2.147 0.842 6.012 -0.006 -0.020 -0.020 -0.5239
C -1.413 2.020 5.964 -0.007 -0.006 0.005 -0.7016
C -0.751 2.379 4.802 0.039 0.052 -0.013 -0.4065
C 1.620 2.708 2.634 -0.021 0.093 0.021 -0.0690
C 2.308 2.211 3.738 -0.022 -0.059 0.038 0.1651
C 3.546 2.731 4.087 0.025 0.024 -0.032 -0.9067
C 4.105 3.754 3.333 0.017 -0.019 0.020 -0.4841
C 3.425 4.253 2.233 -0.010 0.007 -0.026 -0.7637
C 2.185 3.738 1.887 -0.019 -0.028 -0.034 -0.7048
H 0.778 -0.619 3.779 0.051 -0.029 -0.026 0.3737
H 1.697 -1.756 5.752 -0.009 -0.003 0.016 0.4614
H 3.880 -2.917 5.612 0.005 -0.006 0.011 0.3976
H 5.117 -2.957 3.472 0.011 -0.005 -0.004 0.4100
H 4.194 -1.832 1.490 0.003 0.013 -0.018 0.4979
H 4.365 0.669 1.897 -0.001 -0.044 0.036 0.3654
H 5.952 2.174 0.794 0.018 -0.005 0.016 0.4194
H 5.429 3.122 -1.429 0.008 0.015 0.001 0.3840
H 3.289 2.554 -2.538 -0.001 0.002 -0.012 0.4592
H 1.721 1.005 -1.474 0.034 -0.010 0.023 -0.0358
H -1.620 -0.247 2.855 0.018 0.022 0.035 0.1312
H -2.801 -0.885 4.918 -0.009 -0.013 -0.008 0.4506
H -2.666 0.563 6.920 -0.002 -0.003 0.009 0.3959
H -1.362 2.662 6.833 0.001 0.008 0.007 0.4050
H -0.189 3.305 4.768 0.006 0.007 -0.014 0.5073
H 1.875 1.431 4.348 -0.007 0.000 -0.012 0.4263
H 4.066 2.343 4.953 0.009 -0.005 0.018 0.4321
H 5.067 4.167 3.609 0.015 -0.002 0.007 0.4151
H 3.856 5.050 1.642 0.005 0.014 -0.003 0.4482
H 1.634 4.136 1.044 0.004 0.009 -0.004 0.3664
S -2.504 -1.342 0.554 0.112 0.015 0.070 -0.5413
C -3.461 -2.183 -0.620 -0.033 -0.038 -0.134 1.1439
C -4.534 -2.949 -0.136 0.010 0.008 0.007 -0.5349
C -5.312 -3.687 -1.004 0.010 0.003 -0.035 -0.6845
C -5.034 -3.672 -2.367 -0.019 -0.007 0.005 -0.7756
C -3.982 -2.909 -2.857 -0.008 -0.017 -0.011 0.0276
C -3.195 -2.156 -2.001 0.029 0.043 0.048 -0.9215
As -1.715 -1.084 -2.672 -0.015 -0.117 -0.076 0.7098
C -0.893 -2.404 -3.833 -0.064 0.018 -0.034 0.3076
C -1.049 -2.382 -5.214 0.011 0.011 -0.027 -0.0198
C -0.466 -3.373 -5.993 -0.014 0.021 0.004 -0.7576
C 0.268 -4.387 -5.397 0.017 -0.021 0.001 -0.4047
C 0.421 -4.413 -4.018 0.000 0.002 0.006 -0.8656
C -0.156 -3.424 -3.237 0.015 -0.014 0.032 -0.3198
C -2.575 0.125 -3.906 -0.002 0.004 0.022 0.1334
C -3.952 0.309 -3.932 -0.029 0.022 -0.010 -0.4832
C -4.508 1.256 -4.780 0.019 -0.016 0.019 -0.6951
C -3.691 2.023 -5.597 0.002 -0.006 -0.006 -0.5275
C -2.315 1.854 -5.559 0.009 -0.022 -0.002 -0.7289
C -1.755 0.912 -4.710 0.024 0.027 -0.033 -0.3749
H -4.736 -2.956 0.927 -0.002 0.002 0.025 0.4528
H -6.134 -4.278 -0.624 -0.013 -0.007 0.012 0.3852
H -5.639 -4.253 -3.050 -0.004 -0.007 -0.002 0.4004
H -3.771 -2.908 -3.921 0.009 0.016 0.015 0.4859
H -1.623 -1.596 -5.689 0.005 -0.005 0.020 0.3530
H -0.589 -3.351 -7.068 -0.001 0.000 -0.013 0.4056
H 0.724 -5.156 -6.007 0.002 -0.005 -0.002 0.3791
H 0.993 -5.201 -3.547 0.007 -0.010 0.002 0.4101
H -0.033 -3.452 -2.161 0.002 0.019 0.002 0.2565
H -4.598 -0.264 -3.279 0.013 -0.009 -0.009 0.4152
H -5.579 1.405 -4.788 -0.016 -0.002 -0.005 0.4010
H -4.127 2.766 -6.252 -0.005 0.019 -0.003 0.3841
H -1.673 2.469 -6.175 0.007 0.007 -0.005 0.4035
H -0.677 0.813 -4.658 -0.030 -0.021 0.006 0.4272
O -0.497 1.901 -1.995 0.230 0.011 0.005 -0.4078
N -1.694 2.233 -1.806 -0.047 -0.137 0.037 0.9804
O -2.185 3.214 -2.302 -0.048 0.168 -0.065 -0.7107
O -2.392 1.455 -1.071 -0.011 0.072 0.012 -0.5968
```
Forces are in eV/Å.

Computed properties:
- Kohn-Sham gap (spin up / spin down): 6.893 / 5.279 eV
- Highest occupied orbital energy (spin up / spin down): -6.444 / -7.935 eV
- LUMO level (spin up / spin down): 0.449 / -2.656 eV
- Spin multiplicity: 5
- ⟨S²⟩: 6.03

=====

Asked for energy relative to the best compared isomer or geometry (same formula, charge and spin) across the records above, the calculation gives 95.8, 0.2 kcal/mol in order.
Asked for total energy across the records above, the calculation gives -156469.6676, -167939.7202 eV in order.